(1)
# C8H13Cl3N3O8

5 unconnected molecules or ions with the total composition C8H13Cl3N3O8 (wB97M-V/def2-TZVPD, the Open Molecules 2025 dataset).

```
35
Properties=species:S:1:pos:R:3:lowdin_spin:R:1
Cl -10.62147 -20.16630 -0.49906 0.002
O -11.99666 -19.80367 -0.41210 0.002
O -10.23429 -20.86432 0.68530 0.002
O -10.42625 -20.95171 -1.69036 0.000
O -9.70914 -19.00755 -0.51683 0.001
N -15.31581 -15.22897 -1.74865 0.001
C -15.19302 -16.46122 -1.16679 0.003
C -14.18731 -17.31363 -1.64176 0.001
C -13.32605 -16.96661 -2.69448 0.001
C -13.33712 -15.62928 -3.13860 0.000
C -14.34835 -14.81270 -2.63957 0.001
H -15.98427 -16.69197 -0.46889 0.002
H -14.00127 -18.29155 -1.22290 0.000
H -12.52415 -17.56096 -3.10693 0.000
H -12.58657 -15.32193 -3.85177 0.000
H -14.34500 -13.78458 -2.97027 0.000
C -12.84494 -19.75752 2.72203 0.025
N -13.63377 -18.79884 3.52958 0.424
O -13.08323 -18.08166 4.35720 0.258
O -14.88377 -18.77532 3.35141 0.244
H -12.10750 -20.30388 3.31004 0.017
H -12.30714 -19.05565 2.08465 0.013
H -13.44271 -20.44782 2.12682 0.003
C -8.99029 -24.05530 -0.88809 0.000
N -9.84172 -24.48581 -2.09797 0.000
O -9.27764 -24.57486 -3.15191 0.000
O -11.01831 -24.78195 -1.79084 0.000
H -8.55070 -23.14078 -1.28624 0.000
H -8.18598 -24.79013 -0.85342 0.000
H -9.65315 -23.94967 -0.02927 0.000
C -6.92329 -20.05984 -2.23386 0.000
Cl -5.63155 -19.02152 -2.77643 0.000
Cl -6.93399 -21.68375 -2.86934 0.000
H -6.83799 -20.04636 -1.14729 0.000
H -7.81881 -19.55582 -2.59731 0.000
```

Output
E_LUMO (spin up / spin down) = 3.998 / 3.997 eV
2S+1 = 2
Calculated total energy = -66910.8313 eV
Total charge = -2
Highest occupied orbital energy (spin up / spin down) = 0.0863 / -0.0482 hartree
Molar mass = 385.56 g/mol
Maximum force = 4.22 eV/A

---

(2)
# C32H64O22S5

9 unconnected molecules or ions with the total composition C32H64O22S5 (wB97M-V/def2-TZVPD, the Open Molecules 2025 dataset).

```
123
Properties=species:S:1:pos:R:3:mulliken_charge:R:1
O 0.63944 -0.59209 -2.51492 -0.517
S 1.77551 -0.06473 -3.24527 0.933
O 2.26656 -0.75139 -4.42400 -0.777
C 1.39047 1.60957 -3.50598 0.905
C 2.67733 2.33238 -3.17968 -0.986
C 3.21016 1.73070 -1.86667 -0.425
C 3.15242 0.15872 -2.04633 0.375
H 0.51751 1.79040 -2.92466 -0.461
H 1.12874 1.79371 -4.54083 -0.122
H 3.35287 2.08740 -3.96318 0.378
H 2.41360 3.41531 -3.17325 0.383
H 2.60317 1.99833 -1.03489 -0.036
H 4.25657 1.97911 -1.76235 0.492
H 2.92410 -0.38293 -1.11412 -0.953
H 4.05065 -0.24838 -2.54383 0.581
O -5.51437 -1.15473 3.88928 -0.789
S -4.93938 -1.27920 2.55784 1.054
O -3.66380 -1.89200 2.35243 -0.509
C -6.06647 -2.04607 1.44288 -0.895
C -5.67697 -1.42726 0.10899 -0.349
C -5.44762 0.14046 0.31875 -0.410
C -4.90408 0.33463 1.75332 0.143
H -7.10420 -1.92473 1.74760 0.359
H -5.81641 -3.09844 1.37602 0.437
H -4.68158 -1.79329 -0.05655 0.018
H -6.30095 -1.64214 -0.75641 0.504
H -6.41207 0.70554 0.15634 0.355
H -4.66491 0.57644 -0.33507 0.080
H -5.58733 0.97664 2.34977 0.498
H -3.87879 0.70427 1.72994 -0.338
O 4.43316 -4.03682 -0.68982 -0.742
S 3.20303 -3.77569 0.02373 1.009
O 1.97935 -3.79053 -0.70973 -0.521
C 3.09586 -4.91443 1.37788 -0.949
C 2.52619 -4.05038 2.53567 -0.400
C 3.33715 -2.74273 2.41832 0.009
C 3.27288 -2.26276 1.00453 0.306
H 4.11252 -5.19224 1.64555 0.350
H 2.50752 -5.71967 0.90390 0.429
H 1.46020 -3.89546 2.39088 -0.056
H 2.66444 -4.41491 3.55050 0.497
H 4.40133 -2.98391 2.65945 0.133
H 2.95901 -1.98092 3.12069 -0.017
H 4.17088 -1.76615 0.64478 0.788
H 2.45256 -1.62351 0.74979 -1.196
O -1.99221 8.41771 1.83144 -0.642
S -1.31435 7.46314 2.65092 1.139
O -1.38438 7.47819 4.10301 -0.666
C -1.85760 5.89823 2.02834 -0.623
C -1.06668 5.69553 0.78404 -0.240
C 0.40220 5.93762 1.12954 -0.465
C 0.38194 7.33036 1.93460 -0.764
H -2.95231 6.09061 1.89649 0.405
H -1.64392 5.16068 2.83753 0.286
H -1.20805 4.71887 0.31252 -0.048
H -1.36405 6.45009 0.03379 0.340
H 1.07545 6.00594 0.28929 0.484
H 0.73903 5.21702 1.85268 0.070
H 0.37857 8.11114 1.19189 0.378
H 1.21601 7.46730 2.68518 0.372
O -1.81153 0.77485 1.47010 -0.869
S -0.97252 0.67121 0.25790 1.214
O -0.57556 1.92983 -0.36314 -0.598
C 0.26670 -0.67703 0.61872 -0.472
C -0.31837 -2.02730 0.11148 0.838
C -1.76045 -1.75399 -0.35474 -0.044
C -1.84252 -0.35099 -0.90670 0.970
H 0.43145 -0.70479 1.70881 0.929
H 1.20081 -0.41523 0.12947 -0.295
H 0.40056 -2.36858 -0.62699 -1.242
H -0.38716 -2.82052 0.83646 0.593
H -2.41958 -1.72912 0.52886 -0.404
H -2.02905 -2.45657 -1.16031 0.424
H -2.85807 0.03178 -0.91920 0.315
H -1.40778 -0.13124 -1.87140 -1.002
C -0.80505 1.35371 -6.67527 -0.698
O -1.49591 0.32142 -5.85083 -0.121
C -2.02912 0.73659 -4.70477 0.850
O -2.63201 0.06636 -3.89844 -0.574
O -1.86355 2.06380 -4.58310 -0.424
C -2.18761 2.63694 -3.26974 -0.611
H -1.58088 1.92289 -7.25727 0.289
H -0.12090 0.80485 -7.29378 0.321
H -0.22584 2.02679 -6.07340 0.238
H -1.65373 2.08084 -2.48735 0.085
H -3.26197 2.58109 -3.13934 0.360
H -1.85880 3.68077 -3.37961 0.195
C -1.19827 -2.06458 3.84415 -0.607
O 0.17709 -2.01061 4.19878 0.065
C 0.57104 -2.60095 5.33663 0.443
O -0.06518 -3.11495 6.22588 -0.591
O 1.93237 -2.54686 5.29504 -0.069
C 2.64904 -2.78369 6.55337 -0.905
H -1.85398 -1.45117 4.41064 0.452
H -1.51053 -3.06751 4.04007 0.495
H -1.18722 -1.81852 2.80263 -0.186
H 3.67747 -3.11033 6.30623 0.229
H 2.15284 -3.48375 7.22720 0.377
H 2.67977 -1.83166 7.05389 0.326
C 5.36394 -0.12464 4.55153 -0.579
O 4.13583 0.61548 4.37687 -0.447
C 3.56914 0.82785 3.13500 0.995
O 4.05807 0.44523 2.12883 -0.578
O 2.38611 1.38509 3.31830 -0.367
C 1.81821 2.01767 2.20327 0.037
H 6.03445 0.18618 3.77506 0.338
H 5.08579 -1.15704 4.62909 0.162
H 5.75665 0.24759 5.50503 0.254
H 2.37004 2.92469 2.00868 0.392
H 0.82473 2.24158 2.57201 0.175
H 1.82430 1.35350 1.34668 -0.293
C -0.22753 -3.53131 -3.66226 -0.383
O 0.55994 -3.50754 -4.88990 -0.327
C 0.03723 -3.23886 -6.04571 0.756
O 0.74945 -3.09221 -7.04850 -0.669
O -1.24417 -2.96470 -6.03156 -0.282
C -1.86647 -2.73374 -7.28169 -0.697
H -0.74996 -2.55945 -3.56262 0.015
H 0.52597 -3.49505 -2.89119 0.212
H -0.86466 -4.38183 -3.68056 0.579
H -1.32035 -1.97381 -7.80514 0.268
H -2.86914 -2.46836 -6.95908 0.225
H -1.86946 -3.70867 -7.81559 0.319
```

Output
E_LUMO = 0.101 eV
SMILES string = O=S1(=O)CCCC1.O=S1(=O)CCCC1.O=S1(=O)CCCC1.O=S1(=O)CCCC1.O=S1(=O)CCCC1.COC(=O)OC.COC(=O)OC.COC(=O)OC.COC(=O)OC
Calculated total energy = -133439.5750 eV
Highest occupied orbital energy = -0.3603 hartree
Molar mass = 961.18 g/mol
Maximum force = 3.86 eV/A